This record from OMol25 describes an isolated molecule of C4H8N2O. The level of theory is ωB97M-V/def2-TZVPD.

Results
**Total energy**: -9304.77528 eV
**Multiplicity**: 1
**Orbital gap**: 0.3567 Ha
**LUMO**: 0.431 eV
**ΔE to the lowest compared entry with this formula, charge and spin**: 1.618 eV
**M**: 100.12 Da
**SMILES**: [H]/N=C(\NC)C(C)=O
**Strongest force on any atom**: 0.018 Eh/bohr

Geometry as XYZ:
```
15
Properties=species:S:1:pos:R:3:lowdin_charge:R:1
C -2.33944 0.19640 -0.00274 -0.0942
N -1.20917 -0.64595 -0.37660 -0.0416
C 0.05595 -0.40585 0.15134 -0.4027
N 0.28384 -0.52650 1.39964 0.1616
C 1.16612 -0.13779 -0.85490 -0.3642
O 0.98341 -0.52422 -1.99244 0.0834
C 2.44939 0.53876 -0.43474 -0.0151
H -2.59935 0.89336 -0.80981 0.0795
H -2.08982 0.79142 0.88248 0.0827
H -3.22531 -0.40205 0.23469 0.0749
H -1.19370 -0.95132 -1.33501 0.1101
H -0.61233 -0.92399 1.71567 0.0664
H 2.99778 -0.08690 0.27610 0.0876
H 3.06006 0.69758 -1.32810 0.0839
H 2.26302 1.49739 0.06076 0.0876
```